Below is an isolated molecule of C5H9NO2 at a distorted geometry, with properties calculated with ωB97M-V with the def2-TZVPD basis set.

CARTESIAN COORDINATES (ANGSTROEM)
C: -0.8297 -1.3635 0.7192
C: -0.9006 0.1274 0.5797
N: -1.6281 0.7609 1.5746
C: -0.3704 0.8342 -0.4412
C: 0.4593 0.2745 -1.5554
C: 1.8323 0.4742 -0.8085
O: 2.4849 1.4806 -0.7433
O: 2.3034 -0.7111 -0.3668
H: -0.9485 -1.6650 1.7620
H: 0.0840 -1.7648 0.3446
H: -1.6657 -1.8111 0.1259
H: -1.9074 1.7074 1.3695
H: -2.3489 0.2041 2.0109
H: -0.4766 1.9130 -0.4313
H: 0.2832 -0.7875 -1.7117
H: 0.4298 0.9171 -2.4276
H: 3.1990 -0.5903 -0.0007

Atoms 1-2, force components in eV/Å:
-1.2635 -0.0521 -0.3105
0.0481 0.4663 -0.9335

Summary:
F_max	2.975	eV/Å
charge	0
ΔE to the lowest compared entry with this formula, charge and spin	69.2	kJ/mol
E_tot	-10915.8587	eV

---

Below is a cluster of 2 separate species, C5H9NO2 in total at a distorted geometry, with properties calculated with ωB97M-V with the def2-TZVPD basis set.

CARTESIAN COORDINATES (ANGSTROEM)
H: -0.3936 -2.0444 1.9628
N: -0.3881 -1.2834 1.2865
C: -1.4064 -1.1400 0.5569
C: -2.0554 0.3142 0.1142
O: -3.0823 0.7281 0.5592
H: -2.2529 -1.8125 0.7765
H: -1.8652 0.4263 -0.9661
C: 1.1749 -0.5285 -1.5622
C: 0.4423 0.5525 -1.2503
O: 0.4879 1.4330 -0.1646
C: 1.4689 1.1348 0.8246
H: 1.7360 -1.0670 -0.8175
H: 1.0466 -0.9481 -2.5456
H: -0.0418 1.0938 -2.0572
H: 2.4695 1.0446 0.3973
H: 1.4165 1.9150 1.5805
H: 1.2432 0.1814 1.3049

Atoms 1-2, force components in eV/Å:
-0.1175 -0.6298 -0.7993
0.5501 1.0050 -0.0639

Summary:
F_max	4.586	eV/Å
charge	0
ΔE to the lowest compared entry with this formula, charge and spin	459.0	kJ/mol
E_tot	-10911.8189	eV